Here is a molecular structure, C21H17BrCoN6O6S in a non-equilibrium geometry from the Open Molecules 2025 dataset. Energies are from wB97M-V/def2-TZVPD.

Structure (XYZ):
```
53
Properties=species:S:1:pos:R:3:forces:R:3
Co -0.42241 -0.51450 -0.41032 0.173 -1.318 -0.279
C -1.73280 2.42334 2.97159 -0.043 -0.016 0.042
C -1.31491 1.75439 1.70279 -0.171 0.140 -0.046
N -0.37743 0.92137 1.53836 0.178 0.264 0.385
N 0.40377 0.49553 2.55832 0.029 -0.119 -0.320
C 1.37453 -0.37777 2.22867 0.003 0.044 0.136
N 2.18337 -0.77842 3.20725 0.043 -0.077 -0.061
S 1.58761 -0.93123 0.64358 0.057 0.336 0.185
C -2.02826 2.04142 0.42574 0.208 0.026 0.055
C -3.12140 2.88033 0.35280 -0.067 0.122 -0.075
C -3.68007 3.12711 -0.89641 -0.058 0.068 0.101
C -3.11051 2.54807 -2.01012 0.085 -0.050 -0.130
C -2.02045 1.70385 -1.83991 0.058 -0.018 0.075
N -1.50083 1.44322 -0.64810 -0.450 0.233 0.297
H -1.01061 2.31340 3.77815 0.015 -0.006 -0.015
H -2.68666 2.01661 3.31507 0.007 0.006 -0.010
H -1.86851 3.49159 2.80587 0.007 -0.009 0.001
H 0.23648 0.77720 3.51318 0.003 -0.022 0.074
H 2.10837 -0.42861 4.14747 0.026 0.026 0.011
H 2.89749 -1.45863 3.00968 -0.007 -0.008 -0.002
H -3.52991 3.34337 1.24013 -0.003 -0.024 -0.018
H -4.54270 3.77319 -0.98998 0.007 -0.003 0.003
H -3.50040 2.72574 -3.00237 -0.004 0.007 0.016
H -1.54767 1.20720 -2.67649 -0.059 -0.010 -0.012
O -0.14848 -2.28428 -1.04407 0.083 -0.152 0.085
C 0.50163 -2.61718 -2.05092 0.079 0.246 -0.099
C 1.19426 -1.74087 -2.92589 -0.061 -0.381 0.019
C 1.92325 -2.30017 -3.99586 0.007 0.037 0.063
C 2.58321 -1.46966 -4.84552 0.390 -0.083 0.072
C 2.54971 -0.07528 -4.68580 -0.015 0.124 0.121
C 1.84184 0.48159 -3.65572 0.157 -0.070 -0.256
C 1.13939 -0.33870 -2.74515 -0.276 0.509 0.462
O 0.46985 0.25616 -1.79982 0.514 0.044 -0.960
N 3.35491 -2.04457 -5.96219 -1.206 0.130 -0.720
O 3.85969 -1.26223 -6.74030 0.412 -0.044 0.269
O 3.28280 -3.24548 -6.12436 0.420 -0.043 0.279
H 0.53471 -3.68958 -2.26175 -0.012 -0.004 -0.009
H 1.96312 -3.37139 -4.14424 0.006 0.008 0.006
H 3.09371 0.54310 -5.38576 0.003 -0.017 -0.010
H 1.80737 1.55222 -3.51136 -0.014 -0.008 0.005
Br -5.04965 -4.23836 3.94176 -0.009 -0.042 0.091
C -4.90054 -3.37186 2.28146 0.015 0.013 -0.033
C -5.99684 -3.32024 1.42782 -0.123 0.023 -0.134
N -5.96631 -2.72896 0.23529 0.203 -0.028 0.184
C -4.81937 -2.16927 -0.13925 -0.145 -0.005 -0.132
C -3.67793 -2.17126 0.65112 0.030 0.002 0.066
C -3.71400 -2.78671 1.89643 0.031 0.007 -0.023
C -2.45286 -1.50653 0.17888 0.179 0.096 -0.017
O -2.34250 -1.02713 -0.97924 -0.056 0.156 -0.097
O -1.43230 -1.36731 0.94124 -0.659 -0.135 0.360
H -6.93422 -3.77747 1.72345 0.011 0.011 -0.012
H -4.79989 -1.69466 -1.11316 0.000 0.003 0.011
H -2.83748 -2.81024 2.52912 0.001 0.011 -0.002
```
Forces are in eV/Å.

Output
Net charge: +1
Electronic energy (eV): -161774.9503
HOMO-LUMO gap (alpha / beta) (eV): 7.505 / 7.637

---

Here is a molecular structure, C21H21N10ReS4 in a non-equilibrium geometry from the Open Molecules 2025 dataset. Energies are from wB97M-V/def2-TZVPD.

Structure (XYZ):
```
57
Properties=species:S:1:pos:R:3:forces:R:3
Re -0.07729 -1.28047 0.48232 -0.879 0.438 -0.342
C -2.02869 -6.27221 0.89001 -1.770 2.396 1.473
S -0.58393 -5.74011 1.85360 -0.295 -0.599 -0.277
C -0.08305 -4.34280 1.02472 -1.048 0.297 -0.728
S -1.22806 -3.36278 0.04034 0.297 0.623 0.098
N 1.13583 -3.98328 1.14862 1.042 0.352 0.604
N 1.38382 -2.77490 0.53329 0.923 -0.453 -0.776
C 2.42210 -2.73371 -0.24925 -0.065 0.470 1.128
C 2.43931 -1.51719 -1.07280 0.726 -1.799 -1.435
C 3.48082 -1.33022 -1.98139 1.315 0.160 0.054
C 3.35304 -0.28091 -2.88902 2.213 -1.890 0.078
C 2.21389 0.40419 -2.98446 -0.934 1.056 -0.724
C 1.16799 0.07515 -2.18586 -1.832 0.663 2.389
N 1.24911 -0.86616 -1.18778 0.172 0.948 -1.118
H -2.52358 -6.94582 1.57817 -0.169 -0.273 -0.032
H -2.75383 -5.37644 0.73792 1.265 -1.600 0.204
H -1.81629 -6.75416 -0.01820 0.594 -0.539 -1.106
H 3.20663 -3.55308 -0.27527 -1.193 1.033 -0.033
H 4.47126 -1.90527 -2.03464 -1.852 0.583 0.602
H 4.17113 -0.10271 -3.55541 0.342 0.264 -0.284
H 2.14426 1.19289 -3.70457 -0.350 0.319 -0.266
H 0.28042 0.75677 -2.19430 0.509 -1.189 0.004
N -3.39405 1.06108 1.78652 0.723 0.846 -1.490
C -3.35323 1.69734 0.52602 -0.085 0.207 1.093
C -4.09242 2.78854 0.06504 1.163 -1.775 -1.817
C -4.03127 2.89828 -1.34122 0.071 -0.244 3.254
C -3.26153 2.05929 -2.11953 -0.494 0.456 -1.318
C -2.47435 1.06852 -1.61138 0.043 1.146 1.216
C -2.42990 0.96213 -0.23099 -1.504 -0.123 0.304
N -1.89673 -0.00664 0.58728 0.935 -1.105 1.019
C -2.49846 0.10494 1.80821 1.080 -0.893 -1.542
C -1.98730 -0.76433 2.85308 2.295 -0.510 -0.546
C -2.11694 -0.97444 4.17241 -0.718 0.142 1.410
S -0.87287 -1.93094 4.86554 -0.907 0.150 0.624
C -0.18809 -2.09329 3.39035 -0.460 -0.042 -2.307
N -0.81290 -1.43777 2.39454 -0.148 -0.548 1.732
H -3.91731 1.39850 2.53522 -0.989 0.460 1.520
H -4.68607 3.39892 0.69370 -0.643 0.417 0.355
H -4.71104 3.59113 -1.69795 -0.826 1.387 -1.411
H -3.37973 2.21592 -3.18341 0.250 -0.326 -0.129
H -1.95866 0.40552 -2.20655 1.064 -1.321 -1.403
H -2.86459 -0.67966 4.88501 -0.365 0.476 -0.196
H 0.52618 -2.86543 3.15581 0.659 0.286 0.141
C 3.07442 4.64486 -1.48084 0.928 -3.188 0.759
C 2.96701 3.27840 -0.73419 -2.374 1.681 -0.066
N 3.86764 2.38160 -0.52631 -0.195 1.214 -0.727
N 3.24971 1.43978 0.16653 2.136 -3.154 1.159
C 1.97127 1.59644 0.43732 0.468 2.166 -0.014
S 1.14126 0.64138 1.58604 -0.764 -0.619 0.032
N 1.71370 2.84428 -0.08842 0.686 -0.383 -1.080
N 0.46808 3.50423 0.04762 0.605 -0.436 -0.031
H 4.06185 4.63968 -1.94130 -0.298 -0.159 -0.659
H 3.19997 5.38996 -0.75722 -0.482 1.371 1.175
H 2.22778 4.76151 -2.13115 -0.097 0.339 -0.374
H 3.89987 0.70820 0.55148 -1.406 0.804 -0.435
H 0.65372 4.43937 0.38039 -0.115 0.173 0.080
H -0.11991 3.52593 -0.79372 0.752 -0.158 0.158
```
Forces are in eV/Å.

Output
⟨S²⟩: 3.785
Multiplicity: 4
Net charge: +3
Electronic energy (eV): -82463.3459
HOMO-LUMO gap (alpha / beta) (eV): 7.146 / 5.821

---

Among the records above, which one has the highest net charge? C21H21N10ReS4

---

Among the records above, which one has the lowest net charge? C21H17BrCoN6O6S